1.
This record from the OMol25 dataset describes a structure of composition C10H14BClF4MnO8 in a non-equilibrium geometry. The level of theory is the ωB97M-V functional and the def2-TZVPD basis.

The geometry in XYZ format:
```
39
Properties=species:S:1:pos:R:3:forces:R:3
Mn 6.169219 -9.580658 -9.811647 -0.951 -0.685 1.354
C 5.981677 -13.418515 -5.672254 0.569 1.052 0.403
C 6.163006 -12.668697 -4.453590 0.119 0.472 0.070
C 6.627442 -11.224695 -4.556280 -0.300 -0.813 -0.066
O 6.824337 -10.592827 -3.494614 0.136 0.344 0.015
C 6.796645 -10.701220 -5.871999 -0.025 -0.325 0.424
C 6.597503 -11.423426 -7.050108 0.190 0.217 0.216
C 6.220262 -12.811228 -6.950611 -0.667 -0.722 -1.362
O 5.992453 -13.530257 -7.999620 0.195 0.201 0.675
O 6.799758 -10.898751 -8.227654 0.106 0.515 -0.972
O 5.961114 -13.183121 -3.327205 -0.092 -0.425 -0.006
H 5.720222 -14.467634 -5.666633 -0.119 -0.028 0.153
H 7.110009 -9.662506 -5.927221 -0.056 0.024 -0.125
Cl 3.865927 -9.266079 -9.060174 0.709 -0.054 -0.271
B 6.232390 -7.104321 -12.192373 0.031 0.403 -0.198
F 5.243452 -6.848537 -13.143791 0.069 -0.146 0.133
F 7.464736 -7.344614 -12.845192 0.167 -0.040 0.031
F 6.356645 -6.033203 -11.303678 0.086 -0.113 -0.056
F 5.918234 -8.291631 -11.459436 -0.410 0.328 -0.619
C 8.424133 -8.200682 -8.694376 -0.424 -0.380 0.706
C 8.936518 -8.487671 -10.074459 0.134 -0.145 -0.473
O 8.108473 -9.512824 -10.683363 0.958 0.329 0.970
O 7.019291 -7.907377 -8.747999 0.700 0.057 -0.297
H 8.960848 -7.393962 -8.192224 0.133 0.161 -0.358
H 8.538804 -9.089415 -8.061646 -0.029 -0.062 -0.195
H 9.961626 -8.863491 -9.980517 -0.022 -0.018 -0.004
H 8.934231 -7.634578 -10.757537 -0.139 0.196 0.275
H 8.474175 -9.623453 -11.564849 -0.611 -0.263 -0.242
H 6.827458 -7.186467 -8.145796 -0.531 -0.146 -0.024
C 5.654817 -12.480323 -10.763672 0.454 -0.695 -0.272
C 7.077130 -12.951499 -10.505266 -0.587 -0.324 0.325
O 7.893263 -12.868308 -11.676304 0.306 0.332 -0.376
O 5.654908 -11.122772 -11.208917 -0.516 0.124 0.219
H 5.053945 -12.583506 -9.863401 0.200 0.335 0.094
H 5.202937 -13.130720 -11.529358 -0.066 0.243 -0.140
H 7.033858 -13.980781 -10.134809 0.047 0.128 0.031
H 7.496339 -12.320945 -9.721694 0.153 -0.058 -0.173
H 7.511206 -13.409364 -12.373217 -0.096 -0.100 0.108
H 5.801892 -11.062640 -12.153736 0.180 0.079 0.025
```
Forces are in eV/Å.

Properties
**Frontier orbital gap (spin up / spin down)**: 3.82 / 5.77 eV
**Charge**: -2
**HOMO (spin up / spin down)**: 0.5 / -1.4 eV
**Multiplicity**: 6
**LUMO (spin up / spin down)**: 0.16064 / 0.16050 Ha
**Relative energy (zero: lowest compared OMol25 entry of this formula, charge and spin)**: 0.7 kJ/mol

=====

2.
This record from the OMol25 dataset describes a structure of composition C27H7Cl68F5N3O2S in a non-equilibrium geometry. The level of theory is the ωB97M-V functional and the def2-TZVPD basis.

The geometry in XYZ format:
```
113
Properties=species:S:1:pos:R:3:forces:R:3
O 3.377751 -1.674981 -1.941262 -4.125 3.355 3.913
S 2.453597 -1.219696 -0.760003 4.483 -7.592 -1.443
O 2.463733 -2.353312 0.294252 -1.272 5.328 -3.160
N 0.818132 -0.853739 -1.363001 -2.728 0.793 -0.474
C 0.401530 -0.524178 -2.779548 -2.567 0.005 3.613
N -1.086015 -0.251752 -2.747594 5.440 -1.869 5.170
C -1.554581 -0.422653 -1.300885 2.587 -0.700 2.025
C -3.095826 -0.205263 -0.678278 -0.345 0.879 -0.435
C -3.576185 1.317816 -0.587965 -2.433 -2.061 0.924
C -5.075191 1.658838 -0.047895 1.936 -5.671 -0.177
C -5.845966 0.287356 0.375992 4.099 0.473 -1.966
C -5.097872 -1.122150 0.217261 0.106 0.792 -0.119
N -3.754122 -1.486875 -0.312301 -2.837 7.158 0.691
C -0.281870 -0.836712 -0.323746 -3.206 1.785 -6.489
C 3.048370 0.414402 0.028484 -2.379 2.869 0.323
F 2.280771 0.571390 1.289745 2.875 -0.452 -4.137
F 2.587336 1.499102 -0.911738 1.673 -3.472 3.088
C 4.680587 0.483142 0.209179 3.044 1.569 0.628
F 4.991247 1.885704 0.677781 -1.221 -6.047 -2.064
F 5.143820 -0.488437 1.232441 -1.791 3.688 -4.211
F 5.425768 0.349278 -1.096893 -3.804 0.473 5.128
H 1.191737 -0.503125 -3.645239 -1.941 -0.032 1.814
H -1.646082 0.019554 -3.585932 0.486 -0.645 1.094
H -2.858349 2.193173 -0.909896 -1.508 -2.130 0.668
H -5.559865 2.719515 0.048614 1.221 -2.284 -0.255
H -6.944961 0.336664 0.797182 3.023 -1.016 -1.910
H -5.726646 -2.069164 0.590129 1.594 2.332 -0.986
H -0.253201 -1.055620 0.831776 0.255 0.411 -2.780
C 7.555061 -2.510668 3.251208 0.191 0.012 0.079
Cl 8.544895 -1.914726 1.894896 -0.244 -0.169 0.388
Cl 5.967723 -3.041190 2.639936 0.433 0.188 0.183
Cl 8.380553 -3.883872 4.030443 -0.130 0.798 -0.446
Cl 7.326961 -1.202810 4.439606 0.019 -0.272 -0.278
C 9.055021 -1.101540 -2.185146 0.112 -0.152 0.180
Cl 9.119927 0.130254 -3.470825 0.107 -0.971 0.813
Cl 10.489820 -0.945677 -1.140248 -0.381 -0.005 -0.203
Cl 7.582236 -0.865814 -1.210635 1.069 -0.390 -0.573
Cl 9.028190 -2.725034 -2.918875 -0.008 0.408 0.177
C 5.755038 -5.585759 -2.966700 0.062 -0.088 0.012
Cl 7.057900 -5.787374 -1.768199 -0.339 0.070 -0.284
Cl 4.792019 -7.082296 -3.054584 0.231 0.374 0.023
Cl 4.704725 -4.231404 -2.479978 0.286 -0.308 -0.097
Cl 6.465512 -5.242031 -4.564163 -0.171 -0.065 0.392
C -9.244971 1.767697 2.865852 -0.551 0.172 0.411
Cl -8.964510 2.024731 4.606478 -0.020 -0.188 -0.583
Cl -7.707354 1.341019 2.073117 -1.233 1.012 1.463
Cl -10.415905 0.443613 2.642140 0.650 0.331 -0.005
Cl -9.892067 3.261519 2.141579 0.186 -0.388 0.170
C -14.515916 -0.203245 3.057370 -0.195 0.029 0.094
Cl -16.108815 0.145795 2.339494 0.448 -0.101 0.182
Cl -14.731707 -0.784296 4.727867 0.084 0.159 -0.448
Cl -13.692234 -1.455857 2.094642 -0.132 0.287 0.201
Cl -13.530852 1.281463 3.067576 -0.448 -0.285 -0.019
C 4.991170 4.932163 3.347523 0.129 0.172 0.001
Cl 3.372954 5.674157 3.420494 0.354 -0.178 -0.019
Cl 6.228212 6.211876 3.264997 -0.334 -0.334 0.034
Cl 5.256938 3.942380 4.804927 -0.078 0.226 -0.388
Cl 5.106651 3.900244 1.899552 -0.029 1.162 1.063
C 10.091186 -7.641965 3.766437 0.023 -0.183 -0.200
Cl 11.636181 -7.604554 2.879819 -0.393 0.025 0.256
Cl 10.073129 -6.340740 4.983498 0.144 -0.363 -0.112
Cl 8.744853 -7.405109 2.623800 0.571 -0.148 0.010
Cl 9.910576 -9.217501 4.578767 0.035 0.453 -0.195
C 4.991202 -6.622949 4.442657 0.106 -0.080 0.153
Cl 6.711135 -6.437011 4.868991 -0.972 -0.210 0.217
Cl 4.728619 -6.058056 2.773317 -0.027 -0.355 0.309
Cl 4.530437 -8.339422 4.568163 0.104 0.428 -0.049
Cl 3.994533 -5.657194 5.560145 0.211 -0.194 -0.277
C 13.991209 -3.150852 -0.979402 0.040 -0.034 -0.082
Cl 13.988947 -1.620189 -0.067498 -0.016 -0.342 -0.194
Cl 13.108389 -2.930855 -2.511388 0.257 -0.098 0.351
Cl 15.670964 -3.633209 -1.325940 -0.441 0.125 0.118
Cl 13.196416 -4.419231 -0.012794 0.140 0.319 -0.233
C -11.808825 5.142292 6.113722 0.007 0.178 0.059
Cl -12.573970 3.996304 4.984224 0.199 0.069 0.378
Cl -10.049841 4.859963 6.145552 -0.442 0.174 0.032
Cl -12.132976 6.810246 5.577820 0.283 -0.703 0.337
Cl -12.478462 4.902612 7.747414 0.172 0.062 -0.435
C -4.008816 1.049989 -6.155459 -0.919 0.010 -0.918
Cl -2.705954 0.848375 -4.956959 -0.153 0.610 -0.422
Cl -4.971835 -0.446547 -6.243343 0.992 0.263 0.574
Cl -5.059129 2.404344 -5.668738 0.501 -0.456 -0.023
Cl -3.298341 1.393717 -7.752922 -0.031 -0.012 0.770
C -13.908830 7.183710 1.518034 -0.142 -0.028 0.042
Cl -15.527046 7.925703 1.591005 0.425 -0.184 -0.030
Cl -12.671788 8.463423 1.435508 -0.264 -0.299 0.033
Cl -13.643062 6.193926 2.975438 -0.288 0.305 -0.909
Cl -13.793349 6.151791 0.070063 -0.011 0.228 0.303
C 15.491181 -6.820842 3.904346 0.062 0.011 0.043
Cl 15.223293 -8.516805 3.428481 0.058 0.402 0.105
Cl 17.188007 -6.604841 4.403220 -0.438 -0.058 -0.130
Cl 15.138022 -5.753356 2.522287 0.052 -0.270 0.326
Cl 14.415422 -6.408330 5.263532 0.246 -0.098 -0.325
C -11.208798 10.601723 7.743086 -0.020 0.019 0.144
Cl -9.488865 10.787661 8.169419 -0.410 -0.045 -0.114
Cl -11.471381 11.166616 6.073746 0.055 -0.155 0.371
Cl -11.669563 8.885250 7.868591 0.173 0.681 0.153
Cl -12.205467 11.567478 8.860574 0.257 -0.233 -0.298
C 9.191178 2.795650 -6.892635 0.126 0.093 -0.160
Cl 10.398721 4.094279 -6.719709 -0.334 -0.354 -0.033
Cl 8.828969 2.104243 -5.290913 -0.069 0.799 -0.897
Cl 7.699415 3.462530 -7.602740 0.340 -0.164 0.183
Cl 9.837643 1.521413 -7.957160 -0.182 0.321 0.305
C -4.608825 -0.495630 -11.022753 -0.099 -0.037 -0.240
Cl -5.373970 -1.641619 -12.152251 0.228 0.325 0.334
Cl -2.849841 -0.777959 -10.990922 -0.401 0.077 0.038
Cl -4.932976 1.172324 -11.558655 0.091 -0.410 0.188
Cl -5.278462 -0.735311 -9.389061 0.107 -0.126 -0.642
C -9.108824 0.926565 -6.528265 -0.216 0.022 -0.170
Cl -8.828364 1.183599 -4.787639 -0.013 -0.057 -0.348
Cl -7.571207 0.499886 -7.321000 -0.989 0.283 0.016
Cl -10.279759 -0.397520 -6.751977 0.343 0.357 0.077
Cl -9.755921 2.420387 -7.252538 0.194 -0.387 0.213
```
Forces are in eV/Å.

Properties
**Frontier orbital gap**: 7.12 eV
**Charge**: +1
**HOMO**: -12.0 eV
**Multiplicity**: 1
**LUMO**: -0.17809 Ha